(1)
A molecular structure, C11H9N5O2ReSSbSe5. Source: the Open Molecules 2025 dataset; level of theory: ωB97M-V/def2-TZVPD.

Output
- orbital gap (alpha / beta) (eV) = 5.59 / 5.57
- energy above the lowest of the compared OMol25 structures with the same formula, charge and spin (kcal per mole) = 42.78
- E_HOMO (alpha / beta) (eV) = -13.98 / -13.98
- total charge = +2

XYZ file:
```
35
Properties=species:S:1:pos:R:3:forces:R:3
Re 0.426 0.845 -0.437 -1.5368 0.2608 0.9426
N 7.047 5.043 -1.460 0.0059 -0.0106 -0.0059
C 6.158 4.081 -1.200 0.0008 0.0071 0.0022
C 6.332 3.228 -0.080 0.0115 -0.0200 0.0082
C 5.439 2.233 0.178 0.0451 -0.0438 -0.0864
C 4.326 2.068 -0.676 -0.0874 0.0350 0.0089
C 4.124 2.918 -1.782 -0.0208 0.0287 0.0243
C 5.031 3.900 -2.043 0.0011 -0.0104 -0.0033
S 3.227 0.866 -0.311 -0.3141 0.1371 -0.2317
O 3.787 -0.278 0.312 -0.0307 0.0106 0.0567
O 2.255 0.658 -1.462 0.4745 -0.0914 -0.3129
N 1.904 1.387 0.626 0.4924 0.0802 0.3481
C 1.634 1.101 1.975 0.1110 0.2494 -0.1746
N 0.326 0.850 2.030 0.2212 -0.3311 -0.5965
C -0.158 0.509 3.223 -0.2577 -0.0344 -0.0176
C 0.688 0.464 4.321 0.0311 0.0605 -0.0490
C 2.030 0.758 4.121 -0.0115 -0.0073 0.0126
N 2.527 1.083 2.916 -0.1455 -0.0316 0.1484
H 7.864 5.166 -0.887 -0.0027 0.0040 0.0013
H 6.954 5.637 -2.266 -0.0023 0.0021 0.0061
H 7.193 3.363 0.562 0.0009 0.0035 -0.0021
H 5.583 1.567 1.019 0.0033 0.0076 0.0071
H 3.276 2.768 -2.437 -0.0022 0.0116 0.0013
H 4.906 4.539 -2.907 -0.0038 0.0034 0.0030
H -1.216 0.288 3.288 0.0008 -0.0183 -0.0076
H 0.313 0.208 5.301 -0.0143 0.0023 -0.0029
H 2.739 0.732 4.939 -0.0064 -0.0028 0.0057
Se -5.113 -1.769 -1.416 -0.0842 0.0277 0.1404
Sb -4.385 -0.991 0.612 -0.4836 -0.4366 -0.2271
Se -2.087 0.986 -0.472 0.3360 0.2452 0.3557
Se -0.853 2.604 -1.499 1.0221 -0.6067 -0.2764
Se -4.667 0.245 2.526 0.1541 -0.1442 -0.0236
Se 0.377 -1.699 -0.474 -0.0173 0.3704 -0.5568
C -1.294 -1.912 0.227 0.0785 0.0072 0.4404
N -2.359 -2.019 0.669 0.0307 0.2346 0.0616
```
Positions in Å, forces in eV/Å.

(2)
A molecular structure, C27H20BeBr3N7O3. Source: the Open Molecules 2025 dataset; level of theory: ωB97M-V/def2-TZVPD.

Output
- orbital gap (eV) = 7.61
- E_HOMO (eV) = -7.93

XYZ file:
```
61
Properties=species:S:1:pos:R:3:forces:R:3
Be -0.162 -0.006 -0.001 -0.1999 -0.2689 0.0152
C -1.103 -1.440 -2.815 -0.0193 -0.0245 -0.0071
C -1.503 -2.084 -1.522 0.0081 -0.0022 -0.0138
C -2.157 -3.334 -1.470 0.0211 0.0840 -0.0474
C -2.495 -3.889 -0.267 -0.0137 -0.0365 0.0849
C -2.187 -3.212 0.933 -0.0696 -0.1264 0.0048
C -2.447 -3.648 2.259 0.0289 0.0513 -0.0444
Br -3.325 -5.296 2.558 -0.0164 -0.0357 -0.0042
C -2.060 -2.886 3.322 0.0457 0.0662 0.0004
C -1.392 -1.652 3.144 -0.0819 -0.0996 0.0567
Br -0.864 -0.661 4.654 0.0109 0.0127 0.0207
C -1.111 -1.171 1.888 -0.0298 0.0297 -0.0750
O -0.487 -0.067 1.573 0.0723 0.0575 0.0732
C -1.539 -1.984 0.792 0.0442 0.1162 -0.0507
N -1.216 -1.441 -0.410 0.0694 -0.0557 -0.0098
H -1.394 -2.049 -3.668 -0.0023 -0.0076 0.0042
H -0.023 -1.285 -2.844 0.0252 0.0077 -0.0083
H -1.583 -0.463 -2.902 -0.0115 0.0138 -0.0075
H -2.384 -3.846 -2.395 0.0037 -0.0051 -0.0043
H -2.991 -4.849 -0.223 -0.0031 0.0034 0.0016
H -2.256 -3.227 4.328 0.0025 0.0026 0.0102
C 0.681 2.042 -2.570 0.0401 0.0489 -0.0067
C -0.497 2.213 -1.678 -0.0568 -0.0895 0.0574
N -0.843 1.452 -0.651 0.0731 0.1758 -0.1504
C -1.991 1.993 -0.108 0.0101 -0.0711 0.0532
C -2.347 3.086 -0.814 -0.0326 0.0414 0.0052
N -1.395 3.219 -1.806 0.0843 0.0015 -0.0305
C -1.409 4.241 -2.833 -0.0197 -0.0103 0.0119
N -2.626 4.189 -3.592 0.0335 0.0076 -0.0937
N -3.522 5.202 -3.504 -0.0755 0.0796 0.0732
N -4.546 4.930 -4.212 0.0651 -0.0069 0.0205
C -4.354 3.694 -4.796 -0.1411 0.0296 -0.0416
C -5.183 2.954 -5.647 0.0300 0.0095 0.0216
C -4.717 1.731 -6.063 0.0851 -0.0276 0.0289
C -3.456 1.243 -5.650 -0.0588 -0.0085 -0.0358
C -2.632 1.959 -4.814 -0.0777 0.0766 -0.0109
C -3.116 3.205 -4.398 0.1462 -0.1048 0.0263
H 1.302 1.227 -2.215 0.0057 -0.0952 0.0420
H 1.289 2.948 -2.589 -0.0106 0.0050 0.0096
H 0.377 1.822 -3.596 -0.0103 -0.0042 -0.0182
H -2.448 1.554 0.760 -0.0155 -0.0135 0.0342
H -3.166 3.776 -0.719 -0.0269 0.0137 0.0080
H -0.546 4.090 -3.479 -0.0168 -0.0085 0.0106
H -1.360 5.234 -2.388 -0.0245 -0.0191 -0.0282
H -6.145 3.336 -5.956 -0.0112 0.0209 0.0038
H -5.323 1.122 -6.720 0.0002 -0.0182 -0.0113
H -3.131 0.274 -6.005 -0.0014 -0.0134 -0.0056
H -1.670 1.577 -4.508 0.0354 -0.0165 0.0175
Br 3.731 -6.224 -0.962 0.0041 -0.0146 -0.0156
C 2.953 -4.681 -0.197 -0.0025 0.0518 -0.0140
C 2.477 -4.730 1.106 -0.0056 -0.0422 0.0183
N 1.929 -3.682 1.709 -0.0040 -0.0056 -0.0298
C 1.825 -2.552 1.013 0.0419 -0.0200 -0.0159
C 2.262 -2.417 -0.299 0.0364 0.0626 -0.0197
C 2.856 -3.508 -0.918 -0.0064 -0.0134 0.0073
C 2.097 -1.127 -1.065 -0.2337 -0.2200 -0.0039
O 2.701 -0.942 -2.107 0.0212 -0.0321 0.0049
O 1.256 -0.285 -0.563 0.2411 0.3999 0.0393
H 2.549 -5.648 1.677 -0.0044 -0.0016 0.0118
H 1.392 -1.705 1.529 -0.0065 0.0485 0.0249
H 3.220 -3.419 -1.932 0.0046 0.0010 0.0017
```
Positions in Å, forces in eV/Å.

(3)
3 unconnected molecules or ions with the total composition C21H32F9NO6S. Source: the Open Molecules 2025 dataset; level of theory: ωB97M-V/def2-TZVPD.

Output
- orbital gap (eV) = 8.80
- SMILES = CCNC1=CC(=O)C(CCC(=O)O)=C(CCC(F)(F)C(F)(F)S(F)(F)(F)(F)F)C1=O.CC(C)O.CC(C)O
- E_HOMO (eV) = -9.21

XYZ file:
```
70
Properties=species:S:1:pos:R:3:forces:R:3
C 0.235 1.715 -3.276 0.8098 -0.7830 -0.1416
C 1.644 1.027 -3.304 -0.7331 1.4439 -0.1819
N 2.400 1.355 -2.069 -0.2191 -0.7009 0.2265
C 2.194 0.425 -1.012 -0.0307 0.5517 -0.2992
C 3.050 -0.562 -0.809 0.1741 -0.8541 1.0491
C 2.778 -1.469 0.361 -0.2685 2.6989 0.4299
O 2.917 -2.641 0.339 0.6138 -2.5161 -0.1747
C 2.244 -0.771 1.615 0.5388 -0.3748 0.1707
C 2.717 -1.195 2.998 0.7259 -0.4062 -0.1234
C 4.206 -1.672 2.992 -0.0030 0.6885 -0.5469
C 5.120 -0.443 2.925 -0.0436 -1.4603 -1.6103
O 5.472 0.123 3.879 0.5499 1.4416 2.6170
O 5.579 0.005 1.689 -0.4700 -0.6456 -0.5448
C 1.366 0.194 1.409 -0.4185 1.0497 0.0885
C 0.663 0.992 2.506 -0.5299 -0.6122 -0.9670
C 0.824 2.526 2.360 -0.1660 -0.4550 -0.3527
C 1.918 3.171 3.217 -1.4088 -0.6701 -0.0304
F 1.487 4.394 3.594 0.5498 0.5198 -0.3331
F 2.022 2.486 4.388 0.2531 -0.2978 -0.0298
C 3.349 3.181 2.614 0.3845 0.3709 1.1534
F 3.628 2.041 2.016 -0.5910 -0.7252 -0.6483
F 4.206 3.249 3.628 0.2148 0.6399 0.5098
S 3.784 4.590 1.448 1.9732 0.4444 -1.3410
F 3.714 5.663 2.611 -0.7228 -0.3108 -0.0433
F 2.278 4.821 1.001 0.0746 0.0121 0.4699
F 3.978 3.564 0.230 -0.3830 0.3254 0.2382
F 5.340 4.389 1.797 -0.4531 -0.1324 -0.1240
F 4.217 5.760 0.459 -0.2997 -0.1856 0.2089
C 1.015 0.540 -0.036 2.4223 -0.6475 0.4536
O -0.072 0.856 -0.366 -1.9992 0.8198 -0.4397
H 0.038 2.100 -4.287 -0.3501 -0.3384 0.2759
H -0.518 0.984 -2.929 0.1358 0.8483 -0.2797
H 0.306 2.587 -2.613 -0.2088 -0.3436 -0.0538
H 1.569 -0.057 -3.484 0.1041 0.2673 0.0915
H 2.185 1.501 -4.138 0.1060 -0.3783 0.3133
H 3.400 1.320 -2.256 -0.1969 0.0820 -0.1344
H 3.925 -0.747 -1.433 -0.3279 -0.1364 0.0316
H 2.087 -1.982 3.441 0.1518 0.1510 -0.3348
H 2.697 -0.346 3.698 -0.2437 -0.1972 -0.3024
H 4.443 -2.162 3.943 -0.0803 0.0543 -0.3012
H 4.437 -2.314 2.134 -0.2551 -0.0795 0.3959
H 6.436 -0.395 1.485 -0.1638 0.1111 0.1096
H -0.410 0.777 2.355 0.3020 0.1686 0.1335
H 0.912 0.579 3.486 0.0127 0.4058 -0.1512
H -0.126 2.999 2.642 0.4220 0.0115 0.1021
H 0.960 2.747 1.291 0.0799 0.1712 0.4060
C -5.164 0.814 -3.357 -0.0370 0.2184 -0.0997
C -3.844 0.147 -3.713 -0.3386 -0.2951 0.5178
C -3.990 -1.366 -3.774 0.1064 -0.1511 -0.1222
O -2.856 0.493 -2.745 0.1156 0.1099 -0.1761
H -5.510 0.484 -2.373 0.0115 -0.1201 -0.0487
H -5.044 1.897 -3.307 0.0141 -0.0260 -0.0624
H -5.936 0.582 -4.093 -0.0089 -0.0003 0.0357
H -3.491 0.521 -4.676 0.1498 0.0704 0.1053
H -4.299 -1.764 -2.803 -0.0860 0.0753 -0.0059
H -3.035 -1.833 -4.021 -0.0190 0.0492 -0.0577
H -4.727 -1.663 -4.523 0.0058 -0.0129 0.0220
H -3.156 0.168 -1.887 0.0422 0.0120 -0.0580
C -5.017 -5.096 -1.202 0.2178 -0.0012 -0.1072
C -5.013 -4.234 0.051 -0.6118 -0.1910 -0.2589
C -6.057 -4.707 1.051 0.0625 0.0554 0.2260
O -5.267 -2.874 -0.302 0.2653 0.1915 0.0619
H -5.988 -5.044 -1.704 -0.0476 -0.0462 0.1102
H -4.270 -4.741 -1.913 0.0294 -0.0228 0.0600
H -4.805 -6.140 -0.965 -0.0295 0.0090 -0.0263
H -4.024 -4.263 0.512 -0.0024 0.1951 -0.0369
H -7.061 -4.642 0.622 0.0452 -0.0823 -0.0889
H -6.049 -4.075 1.940 0.0601 -0.0345 -0.0101
H -5.875 -5.739 1.355 -0.0371 0.0115 -0.0112
H -6.139 -2.832 -0.711 0.0601 -0.0410 0.0464
```
Positions in Å, forces in eV/Å.